Below is 21 unconnected molecules or ions with the total composition C10H51BrN5O26PS at a distorted geometry, with properties calculated with ωB97M-V/def2-TZVPD.

```
95
Properties=species:S:1:pos:R:3:forces:R:3
S -1.340 0.385 3.297 -0.906 -0.507 -1.330
Br 1.448 4.884 -3.127 -0.187 -0.858 0.464
N 2.885 3.402 -1.221 -2.200 0.052 -0.384
N 3.113 0.592 1.205 2.362 2.889 -0.463
N 1.068 0.632 0.055 -1.804 0.818 -1.739
O -1.596 -1.093 -3.523 -0.488 1.936 1.343
O 0.574 1.025 -4.149 -1.231 -0.563 -1.333
O -1.470 1.881 -1.278 1.170 -1.079 -1.627
O -1.209 -1.865 1.681 -2.238 -0.029 -3.654
O -3.578 -1.281 2.742 1.477 -0.206 -2.015
O -2.758 0.055 0.630 -0.014 -1.630 1.061
C 1.738 3.477 -1.881 1.772 -0.476 0.484
C -1.353 0.135 -2.875 1.914 -1.170 -1.298
C -0.403 1.024 -3.181 0.191 -0.423 -0.741
C 1.900 0.131 0.921 1.585 1.155 -0.943
C 3.533 1.734 0.599 -1.487 -2.198 -0.694
C 1.480 1.734 -0.605 -1.866 -2.609 1.253
C 2.661 2.303 -0.374 3.813 1.733 0.799
N 1.650 -1.010 1.507 -1.454 -2.488 0.987
N 0.861 2.398 -1.610 -0.306 2.559 -1.092
C -2.046 -0.394 -0.513 0.035 -1.063 -1.959
C -2.064 0.613 -1.668 -2.669 0.648 0.351
C -0.432 2.201 -2.266 -0.875 -0.604 1.412
P -2.255 -0.710 1.985 0.031 3.249 2.911
H -0.755 -1.546 -3.874 -0.179 0.322 0.014
H 0.248 0.585 -5.030 0.268 0.621 1.924
H -1.077 -2.160 2.563 1.302 -1.179 2.430
H -3.813 -2.105 2.238 -0.805 0.439 0.445
H 4.571 2.009 0.742 -0.164 0.409 0.201
H 0.731 -1.345 1.257 0.210 -0.613 0.243
H 2.422 -1.676 1.604 -0.608 0.247 0.114
H -2.403 -1.421 -0.876 0.138 1.462 0.415
H -1.028 -0.520 -0.218 0.852 -0.023 -0.148
H -3.122 0.878 -2.015 0.921 -0.418 0.932
H -0.745 3.117 -2.780 0.466 0.046 0.218
O -3.136 -1.044 5.600 -1.650 1.061 0.209
H -3.568 -0.755 4.733 0.751 -0.460 1.974
H -3.619 -0.586 6.362 0.917 -0.900 -1.940
O 5.428 2.655 3.168 -1.415 -0.942 0.486
H 5.355 1.647 3.125 -0.391 2.264 0.319
H 4.569 3.016 3.562 1.720 -1.317 -0.785
O 3.035 0.019 -4.813 0.658 0.974 1.568
H 2.309 0.552 -4.353 1.586 -1.010 -0.565
H 3.893 0.141 -4.291 -2.076 -0.120 -0.991
O -0.866 -0.100 -6.299 -1.501 1.359 -0.403
H -0.954 0.633 -6.990 -0.098 -1.570 1.470
H -1.754 -0.194 -5.824 1.754 0.255 -0.994
O -0.655 -2.914 3.962 -0.279 -0.799 2.253
H -0.070 -2.589 4.721 -1.547 -0.344 -1.427
H -1.498 -3.306 4.360 1.833 1.035 -0.357
O -1.589 3.568 0.932 -0.717 -0.311 -1.371
H -2.200 4.104 0.330 1.261 -1.663 1.101
H -1.497 2.639 0.542 -0.517 2.170 0.512
O -4.232 -3.327 1.415 0.161 -2.653 -1.460
H -3.456 -3.975 1.436 -1.725 1.142 -0.285
H -4.930 -3.690 0.778 1.590 0.720 1.300
O 3.308 0.215 4.089 0.826 -1.379 -0.815
H 2.871 0.041 3.194 1.277 0.167 1.693
H 4.096 -0.413 4.183 -1.924 1.205 -0.511
O 0.525 -4.285 1.822 1.300 -1.249 1.044
H 0.505 -3.994 2.790 -0.033 -0.564 -1.814
H 1.183 -5.049 1.736 -1.379 1.737 0.437
O -0.754 2.612 4.918 -0.772 0.268 -1.022
H -0.614 1.791 4.344 -0.400 2.535 1.233
H -1.469 3.181 4.485 1.641 -1.617 0.561
O -5.978 -2.290 4.071 0.286 -1.240 -1.614
H -6.141 -2.042 3.104 0.505 -0.822 2.089
H -5.558 -3.210 4.094 -0.941 2.081 -0.385
O -4.756 2.295 0.778 0.262 -0.885 1.701
H -4.936 2.630 1.715 0.666 -1.011 -1.980
H -4.251 1.421 0.846 -0.954 1.976 0.195
O -3.575 3.297 -2.982 -1.264 -0.471 -1.595
H -4.581 3.362 -2.893 2.168 -0.251 -0.445
H -3.361 2.996 -3.924 -0.886 0.703 1.983
O 0.419 -2.326 -4.282 2.223 -0.769 -0.950
H 0.921 -2.537 -5.135 -1.090 0.707 1.897
H 1.098 -2.157 -3.550 -0.660 0.117 -0.850
O 6.940 1.187 -0.290 1.348 0.825 -0.820
H 6.642 2.067 -0.692 1.029 -1.398 0.925
H 7.947 1.129 -0.370 -2.327 0.452 0.030
O -4.375 -1.381 -3.835 0.938 1.167 -0.947
H -4.445 -0.907 -4.726 0.440 -1.010 2.092
H -3.446 -1.223 -3.467 -1.529 -0.342 -1.283
O -0.299 -3.319 -0.949 -1.388 -1.746 1.024
H -0.017 -3.685 -0.048 -0.725 0.603 -1.370
H -1.164 -3.770 -1.216 2.016 0.944 0.650
O 3.874 -2.802 2.161 1.922 -0.548 -0.727
H 4.562 -2.125 1.859 -1.198 -1.599 0.497
H 4.246 -3.727 1.991 -0.547 2.231 0.203
O 6.415 3.931 -0.536 -0.561 2.181 0.325
H 5.577 4.414 -0.834 1.729 -0.861 0.769
H 6.953 4.562 0.045 -1.430 -1.305 -1.239
O 1.513 -1.579 -1.879 -0.970 0.495 0.587
H 1.320 -0.662 -1.496 0.088 -1.932 -0.523
H 0.804 -2.217 -1.540 0.970 1.257 -0.243
```
Positions in Å, forces in eV/Å.

For the HOMO-LUMO gap, the calculation gives 7.43 eV. As for the energy: -162050.3449 eV. The value obtained for the LUMO energy is -0.794 eV. The value obtained for the HOMO energy is -8.2 eV. As for the spin multiplicity: 1.